1.
116
Properties=species:S:1:pos:R:3:lowdin_charge:R:1 method="wB97M-V/def2-TZVPD" gap_ev=6.51 lumo_energy_ev=0.199 e_homo_ev=-6.31 de_lowest_kcal_mol=30.4
Pb -0.105 0.631 -0.312 1.123
S -1.959 1.277 -2.422 0.552
P 0.650 0.170 2.442 0.819
P -1.541 2.161 1.715 0.789
F 5.205 -4.369 -1.302 0.066
O -2.484 -2.237 0.052 0.009
O -1.248 -1.158 1.551 -0.169
O 1.071 -1.672 -0.541 -0.096
N 0.411 -5.315 1.200 -0.008
N 1.879 0.175 -3.552 0.164
N -3.753 -0.223 -1.190 0.010
N -1.042 3.719 -0.365 0.133
N -4.494 1.450 -2.706 -0.016
C -1.779 1.173 3.251 -0.384
C 0.053 6.994 -4.412 -0.069
C -1.480 -2.093 0.756 -0.655
C -5.879 1.187 -3.043 -0.239
C 1.604 -5.094 0.558 -0.078
C -0.761 0.285 3.595 -0.395
C 0.229 -6.488 2.034 -0.318
C 0.876 -7.684 1.345 -0.133
C -0.476 5.219 -2.354 -0.216
C 1.481 -1.397 2.945 -0.233
C 3.444 0.442 0.083 -0.067
C -5.353 -2.067 -1.433 -0.074
C 1.004 6.773 -3.428 -0.067
C 3.250 1.684 -0.784 -0.517
C 5.199 2.903 -3.815 -0.081
C -6.764 2.328 -2.550 -0.082
C 1.846 1.643 -1.441 -0.345
C 0.782 -6.207 3.434 -0.019
C -0.541 -4.353 1.201 0.029
C 4.249 2.783 -2.819 -0.044
C 0.747 5.890 -2.397 -0.021
C -3.277 2.201 1.096 -0.254
C -2.985 0.540 5.236 -0.086
C -0.866 -0.474 4.750 -0.084
C 0.836 -2.781 -0.041 -0.315
C -0.380 -3.138 0.636 -0.041
C 3.797 -5.827 -0.109 0.050
C 5.364 0.860 -1.972 -0.030
C 2.599 -6.093 0.519 -0.133
C -1.972 -0.343 5.571 -0.083
C 1.744 1.381 3.360 -0.249
C -4.971 -0.803 -0.667 -0.243
C 2.364 -7.444 1.137 -0.136
C -1.158 6.319 -4.376 -0.067
C 3.332 2.934 0.105 -0.030
C -2.889 1.293 4.078 -0.090
C -3.541 0.741 -2.066 -0.795
C 4.315 1.767 -1.869 -0.186
C 3.051 -3.620 -0.726 0.080
C 6.323 0.981 -2.962 -0.083
C -1.428 3.811 2.545 -0.252
C 1.859 0.843 -2.614 -0.382
C -0.774 4.367 -1.273 -0.149
C -1.428 5.429 -3.353 -0.018
C 6.248 2.003 -3.888 -0.099
C 4.015 -4.595 -0.715 -0.253
C 1.835 -3.855 -0.079 -0.035
H 1.530 2.654 -1.717 0.066
H -6.295 -2.458 -1.055 0.074
H -5.968 1.104 -4.134 0.121
H 1.914 -1.332 3.941 0.043
H -3.277 2.611 0.088 0.010
H -0.464 3.888 3.041 0.028
H 5.117 3.703 -4.540 0.100
H -3.627 1.170 1.064 0.034
H -6.715 2.404 -1.468 0.070
H -3.694 1.973 3.828 0.096
H -1.463 -4.606 1.705 0.153
H -1.895 6.490 -5.147 0.108
H 1.420 2.390 3.107 0.015
H -4.741 -1.102 0.359 0.115
H 3.428 3.487 -2.791 0.106
H -2.365 4.894 -3.312 0.112
H -4.081 2.191 -3.255 0.089
H -7.795 2.162 -2.844 0.071
H -3.929 2.800 1.730 0.040
H 2.725 0.463 0.899 0.014
H -0.850 -6.667 2.112 0.147
H 1.816 -5.877 3.385 0.085
H 3.295 3.846 -0.489 0.070
H 0.751 -2.201 2.897 0.033
H -2.040 -0.930 6.477 0.100
H 2.486 2.936 0.791 0.070
H 6.995 2.092 -4.665 0.097
H 2.268 -1.599 2.221 0.037
H 1.477 5.718 -1.620 0.115
H -3.848 0.643 5.879 0.099
H 3.203 -2.677 -1.226 0.127
H 0.255 7.695 -5.208 0.107
H -4.568 -2.805 -1.283 0.068
H 0.201 -5.417 3.905 0.082
H -0.087 -1.172 5.017 0.094
H -1.506 4.598 1.802 0.016
H -6.431 3.271 -2.976 0.070
H 1.673 1.246 4.439 0.041
H -5.451 -1.873 -2.499 0.068
H 3.254 -0.449 -0.509 0.068
H 0.703 -8.586 1.931 0.120
H 4.446 0.399 0.507 0.090
H 2.774 -8.225 0.493 0.123
H 2.899 -7.513 2.088 0.120
H 0.405 -7.812 0.368 0.128
H -6.206 0.241 -2.620 0.087
H 1.949 7.294 -3.464 0.108
H 7.135 0.267 -3.002 0.101
H 5.455 0.031 -1.290 0.098
H -5.775 -0.066 -0.642 0.106
H -2.950 -0.778 -0.858 0.078
H -2.219 3.911 3.288 0.037
H 2.783 1.277 3.057 0.029
H 4.570 -6.577 -0.149 0.131
H 0.719 -7.098 4.052 0.085
H 4.259 2.946 0.677 0.093

2.
114
Properties=species:S:1:pos:R:3:lowdin_spin:R:1 method="wB97M-V/def2-TZVPD" spin_multiplicity=2 gap_ev="5.76 / 4.47" lumo_energy_ev="-2.317 / -2.322" total_charge=+1 e_homo_ev="-8.08 / -6.79" de_lowest_kcal_mol=100.9
V 0.337 -0.133 0.163 1.117
S -1.495 2.151 -1.629 -0.006
S -3.560 0.274 -2.318 -0.002
S -1.808 -1.931 -1.460 0.002
Si 0.091 -0.044 2.667 0.017
O 2.161 -0.095 -0.250 0.016
N 3.994 -1.340 -0.849 -0.028
N -0.764 1.337 -0.682 0.000
N -0.729 -1.742 -0.505 -0.003
N -2.843 1.628 -2.397 -0.008
N -3.072 -0.884 -1.460 -0.003
C -6.788 0.424 0.075 0.000
C -2.615 -5.618 -0.192 0.000
C 1.572 2.621 -4.172 0.000
C -4.001 -3.647 -1.586 0.000
C 2.162 1.847 2.632 0.001
C -5.984 1.498 -2.368 0.000
C -5.552 0.067 -0.449 0.000
C 0.819 1.621 3.343 0.000
C -2.881 5.973 0.348 0.000
C 0.788 2.248 -3.088 -0.003
C -0.245 -1.962 -5.720 0.000
C -3.834 5.150 -0.232 0.000
C -1.533 5.643 0.285 0.000
C -4.611 -4.859 -1.309 0.000
C -3.916 -5.842 -0.614 0.000
C -2.098 -1.786 2.946 0.000
C -7.214 1.837 -1.835 0.000
C -0.095 2.802 3.008 0.000
C 0.227 -1.058 -4.777 0.000
C -1.134 4.485 -0.356 0.000
C 4.164 1.147 -0.758 -0.011
C -0.269 3.887 -5.079 0.000
C -4.904 -1.087 -4.263 0.000
C -4.345 -0.968 -6.594 0.000
C -5.138 -1.475 -5.570 0.000
C -1.751 -2.905 -4.095 0.001
C -7.612 1.299 -0.614 0.000
C 3.401 -0.119 -0.559 -0.079
C -3.086 0.337 -5.016 0.000
C -3.871 -0.189 -4.005 0.000
C -2.105 0.096 4.568 -0.001
C 1.086 1.600 4.851 -0.001
C -1.229 -2.880 -5.381 0.000
C -5.176 0.611 -1.665 -0.001
C -2.099 3.672 -0.939 0.002
C -2.695 -3.440 -1.167 0.001
C -3.447 3.988 -0.885 0.001
C -3.326 -0.069 -6.320 0.000
C -1.992 -4.410 -0.467 0.000
C -0.287 -1.072 -3.492 -0.001
C -1.061 3.519 -4.004 -0.001
C -0.522 2.692 -3.027 0.002
C -1.779 -0.296 3.127 0.001
C 1.029 -1.425 3.577 -0.001
C -1.276 -1.992 -3.167 0.004
C -2.701 0.488 2.184 0.002
C 1.043 3.432 -5.164 -0.002
H -2.084 3.867 -3.923 0.000
H -2.084 -6.381 0.361 0.000
H -4.181 3.336 -1.338 0.000
H 0.092 -0.400 -2.732 -0.001
H -3.750 0.341 2.476 0.000
H -1.028 2.774 3.578 0.000
H 2.654 2.742 3.030 0.000
H -3.189 6.877 0.856 0.000
H -3.136 -0.189 4.814 0.000
H -2.717 0.326 -7.122 0.000
H -1.555 -2.405 3.664 0.000
H 1.001 -0.347 -5.038 0.000
H -0.670 4.533 -5.847 0.000
H -4.399 -6.785 -0.394 0.000
H -4.539 -2.864 -2.105 0.000
H 2.024 1.992 1.558 0.000
H -1.450 -0.408 5.283 0.000
H -8.574 1.569 -0.199 0.000
H -5.942 -2.163 -5.791 0.000
H 1.556 2.538 5.169 0.000
H 3.526 -2.128 -0.422 -0.002
H 5.179 0.957 -1.104 0.000
H 0.756 -1.493 4.633 -0.001
H 0.404 3.749 3.244 0.000
H -5.532 -1.454 -3.460 0.000
H -1.845 -2.136 1.940 0.000
H 1.658 3.725 -6.005 0.000
H -2.502 1.560 2.194 0.000
H -2.506 -3.631 -3.823 0.000
H -4.533 -1.270 -7.615 0.000
H -2.017 1.172 4.733 0.000
H 4.994 -1.379 -0.728 -0.002
H -0.089 4.202 -0.389 0.000
H 0.835 -2.397 3.121 0.000
H -4.887 -0.605 0.076 0.000
H -0.357 2.815 1.943 0.000
H -1.583 -3.592 -6.115 0.000
H -2.308 1.050 -4.784 0.000
H 2.848 1.006 2.762 0.000
H -5.631 -5.033 -1.624 0.000
H 1.182 1.633 -2.285 -0.002
H -2.590 0.147 1.153 0.001
H -3.169 -1.962 3.108 0.000
H -7.863 2.518 -2.368 0.000
H 2.599 2.285 -4.235 0.000
H -7.100 0.017 1.027 0.000
H 0.171 1.482 5.429 0.000
H -0.794 6.284 0.747 0.000
H 4.217 1.720 0.172 -0.004
H -4.882 5.409 -0.175 0.000
H 2.106 -1.250 3.528 0.000
H 3.667 1.785 -1.498 -0.004
H 1.762 0.787 5.127 0.000
H -0.986 -4.200 -0.132 0.000
H -5.656 1.913 -3.314 0.000
H 0.164 -1.959 -6.721 0.000